{
  "formula": "C45H56BClN12OS3",
  "method": "ωB97M-V with the def2-TZVPD basis set",
  "lumo_ev": -1.435,
  "e_homo_ev": -8.206,
  "total_charge": 0,
  "symbols": ["N", "B", "O", "C", "C", "S", "C", "C", "C", "C", "S", "C", "N", "S", "N", "C", "C", "Cl", "H", "H", "H", "H", "H", "H", "H", "H", "H", "H", "H", "N", "C", "C", "C", "C", "H", "H", "H", "H", "H", "N", "C", "C", "C", "C", "H", "H", "H", "H", "H", "N", "C", "C", "C", "C", "H", "H", "H", "H", "H", "N", "C", "C", "C", "C", "H", "H", "H", "H", "H", "N", "C", "C", "C", "C", "H", "H", "H", "H", "H", "N", "C", "C", "C", "C", "H", "H", "H", "H", "H", "N", "C", "C", "C", "C", "H", "H", "H", "H", "H", "N", "C", "C", "C", "C", "H", "H", "H", "H", "H", "N", "C", "C", "C", "C", "H", "H", "H", "H", "H"],
  "xyz": [[0.776, -2.126, 3.081], [1.029, -0.733, 2.774], [2.004, 0.047, 3.372], [0.129, -0.061, 1.625], [-1.199, 0.416, 2.023], [-1.688, 0.217, 3.730], [-2.026, 1.016, 1.116], [-3.414, 1.601, 1.364], [-4.446, 0.677, 2.061], [-4.683, -0.681, 1.357], [-3.535, -2.000, 1.909], [-1.499, 1.135, -0.219], [-2.083, 1.707, -1.280], [-1.105, 1.642, -2.542], [0.193, 0.866, -1.891], [-0.184, 0.671, -0.639], [0.613, 0.050, 0.380], [2.222, -0.572, 0.021], [0.465, -2.549, 2.205], [1.633, -2.622, 3.328], [2.779, -0.526, 3.475], [-1.266, 1.337, 4.379], [-3.831, 1.820, 0.368], [-3.349, 2.578, 1.872], [-5.414, 1.205, 2.000], [-4.267, 0.545, 3.135], [-5.700, -0.995, 1.641], [-4.688, -0.608, 0.261], [-3.548, -2.904, 0.896], [4.475, -0.847, -2.854], [5.201, 0.194, -3.363], [5.759, -0.218, -4.544], [5.349, -1.561, -4.758], [4.555, -1.919, -3.700], [3.963, -0.822, -1.991], [5.258, 1.133, -2.840], [6.391, 0.377, -5.183], [5.606, -2.191, -5.594], [4.044, -2.840, -3.476], [-2.257, 4.722, 0.064], [-3.523, 4.558, -0.429], [-4.278, 5.621, -0.008], [-3.431, 6.463, 0.765], [-2.192, 5.882, 0.788], [-1.492, 4.088, -0.084], [-3.771, 3.702, -1.032], [-5.321, 5.780, -0.232], [-3.702, 7.388, 1.246], [-1.273, 6.191, 1.256], [-7.051, 4.110, -2.390], [-6.626, 4.240, -3.685], [-7.620, 4.859, -4.395], [-8.686, 5.118, -3.492], [-8.304, 4.647, -2.264], [-6.525, 3.687, -1.648], [-5.656, 3.881, -3.988], [-7.587, 5.100, -5.444], [-9.624, 5.596, -3.719], [-8.814, 4.647, -1.315], [5.716, 4.161, -2.856], [6.108, 5.389, -3.315], [7.310, 5.692, -2.733], [7.661, 4.601, -1.893], [6.659, 3.673, -1.992], [4.866, 3.692, -3.114], [5.499, 5.939, -4.012], [7.877, 6.594, -2.893], [8.547, 4.509, -1.286], [6.535, 2.710, -1.524], [-1.510, 1.856, -7.094], [-1.739, 2.056, -5.761], [-2.775, 2.944, -5.640], [-3.190, 3.291, -6.952], [-2.393, 2.602, -7.827], [-0.803, 1.255, -7.477], [-1.150, 1.553, -5.018], [-3.189, 3.306, -4.712], [-3.984, 3.968, -7.223], [-2.377, 2.578, -8.904], [1.285, 6.445, -0.751], [2.356, 7.171, -1.201], [1.965, 7.842, -2.328], [0.603, 7.513, -2.566], [0.211, 6.653, -1.576], [1.288, 5.853, 0.059], [3.300, 7.145, -0.681], [2.586, 8.497, -2.917], [-0.017, 7.868, -3.373], [-0.733, 6.171, -1.388], [0.496, -5.315, 4.567], [1.506, -5.969, 5.217], [0.942, -6.890, 6.058], [-0.469, -6.792, 5.904], [-0.710, -5.813, 4.975], [0.621, -4.581, 3.891], [2.538, -5.720, 5.027], [1.478, -7.561, 6.711], [-1.219, -7.372, 6.416], [-1.632, -5.429, 4.573], [4.069, -6.289, 2.269], [4.976, -6.634, 3.236], [6.225, -6.592, 2.676], [6.068, -6.201, 1.320], [4.729, -6.019, 1.100], [3.075, -6.241, 2.398], [4.654, -6.880, 4.234], [7.149, -6.815, 3.183], [6.850, -6.068, 0.590], [4.190, -5.724, 0.215], [-0.387, -10.142, 5.809], [0.278, -11.199, 6.367], [-0.623, -12.216, 6.550], [-1.880, -11.755, 6.078], [-1.701, -10.474, 5.625], [0.026, -9.257, 5.570], [1.330, -11.137, 6.587], [-0.404, -13.183, 6.973], [-2.809, -12.301, 6.071], [-2.392, -9.772, 5.191]],
  "forces_ev_per_a": [[1.1852, 0.0945, -1.2698], [-0.4526, 0.3211, 0.0406], [-0.0195, -0.8989, -0.6324], [-0.4806, -0.1692, 1.9558], [0.7172, 0.8546, -0.6362], [0.0136, -0.3331, 0.4853], [-0.3216, 0.2973, -0.0471], [-0.1365, -0.4647, -0.1810], [-0.2150, 0.1434, -0.3915], [-0.7741, -0.1377, 0.0288], [0.2942, -0.1678, 0.1068], [1.0142, -0.0854, -1.3670], [-0.4699, 0.1379, 0.2130], [0.5038, -0.2596, 0.4221], [-1.5035, 0.7141, -0.0992], [0.6539, -0.7292, 1.5791], [0.0605, 0.0563, -0.6230], [-0.4761, 0.2095, 0.0018], [-0.3683, -0.1585, 0.3798], [-0.2344, 0.0790, 0.4161], [0.0039, 0.4098, 0.5702], [0.1273, -0.1080, -0.7894], [0.1687, 0.0049, 0.3550], [0.0881, -0.3823, 0.0011], [0.3405, -0.1216, -0.0185], [0.1276, -0.0734, -0.3794], [0.3794, -0.0468, -0.1318], [0.2566, 0.1709, 0.3068], [-0.3353, 0.5764, 0.1032], [0.0207, 0.0132, -0.0474], [-0.0112, 0.0105, 0.0518], [0.0039, 0.0493, -0.0272], [-0.0342, -0.0343, 0.0008], [0.0034, -0.0176, 0.0496], [-0.0725, 0.0106, -0.0689], [0.0445, -0.0193, -0.0137], [-0.0086, -0.0065, 0.0193], [-0.0046, 0.0108, 0.0162], [0.0247, 0.0058, -0.0214], [-0.0064, -0.0208, 0.0191], [-0.0991, 0.0313, -0.0556], [0.0105, -0.0481, -0.0088], [0.0106, 0.0044, 0.0369], [-0.0014, -0.0511, 0.1349], [-0.0711, -0.0351, -0.0426], [0.0448, 0.0300, -0.0146], [0.0299, 0.0382, -0.0300], [0.0115, -0.0119, -0.0193], [-0.0414, 0.0466, 0.0068], [-0.0150, 0.0576, -0.0514], [0.0637, -0.0676, 0.0291], [0.0398, 0.0002, -0.0247], [-0.0293, 0.0148, 0.0326], [-0.0036, -0.0448, 0.0764], [-0.0085, 0.0318, -0.0118], [-0.0276, 0.0061, -0.0261], [0.0052, -0.0023, 0.0202], [0.0187, -0.0053, 0.0091], [-0.0119, 0.0058, -0.0299], [0.0852, 0.0013, 0.0130], [-0.0756, 0.0146, -0.0152], [-0.0174, 0.0259, -0.0314], [0.0150, -0.0306, 0.0334], [-0.0970, -0.0343, 0.0090], [0.0182, 0.0317, -0.0203], [0.0151, 0.0095, 0.0256], [-0.0092, -0.0185, -0.0049], [-0.0145, -0.0060, -0.0156], [0.0469, 0.0238, 0.0155], [-0.1126, 0.0424, 0.0070], [0.0922, -0.0355, -0.1619], [0.0097, -0.0453, 0.0989], [-0.0350, 0.0087, -0.0576], [0.0578, -0.0172, -0.0251], [-0.0191, 0.0129, 0.0134], [-0.0008, -0.0116, -0.2444], [0.0203, 0.0182, -0.0149], [0.0151, -0.0130, 0.0064], [-0.0165, 0.0263, 0.0206], [-0.0418, 0.0700, -0.0758], [0.0741, -0.0606, 0.0535], [0.0262, 0.0016, 0.0101], [-0.0066, -0.0205, -0.0042], [0.0285, -0.0766, -0.0394], [0.0334, 0.0401, -0.0049], [0.0001, 0.0070, -0.0384], [-0.0076, -0.0033, 0.0233], [0.0014, -0.0081, 0.0217], [-0.0220, 0.0723, -0.0569], [0.0358, -0.1056, -0.0520], [0.1012, 0.0591, -0.1119], [0.0338, -0.0724, -0.0218], [-0.0759, 0.0030, -0.0190], [-0.0125, 0.0527, -0.0670], [-0.1461, 0.0257, 0.1640], [-0.0059, 0.0117, 0.0748], [-0.0020, 0.0515, 0.0268], [0.0075, 0.0484, 0.0295], [0.0058, 0.0016, 0.0445], [0.0709, 0.0949, 0.0153], [-0.0870, -0.0121, 0.0457], [-0.0005, 0.0151, 0.0539], [-0.0031, 0.0298, -0.0462], [-0.0849, 0.0069, -0.0292], [0.0228, -0.0929, 0.0080], [0.0325, -0.0434, -0.0216], [-0.0193, 0.0016, -0.0072], [-0.0177, -0.0029, 0.0111], [0.0321, -0.0272, -0.0038], [0.0317, -0.1004, -0.0143], [0.0198, 0.0627, 0.0079], [0.0563, -0.0295, 0.0124], [-0.0527, 0.0140, -0.0229], [0.0046, 0.0814, 0.0057], [-0.0373, -0.0140, -0.0363], [-0.0201, -0.0246, 0.0074], [-0.0020, 0.0179, -0.0089], [0.0168, 0.0113, -0.0028], [-0.0003, -0.0252, 0.0082]],
  "mulliken_charge": [-0.510, 0.785, -0.526, -0.247, -0.286, -0.092, 0.278, -0.824, -1.021, -0.699, -0.238, -0.099, -0.292, 0.125, -0.690, 0.705, 0.410, -0.372, 0.219, 0.160, 0.284, 0.191, 0.280, 0.336, 0.470, 0.488, 0.440, 0.356, 0.136, 0.199, -0.307, -0.509, -0.590, -0.388, 0.214, 0.280, 0.405, 0.405, 0.385, 0.501, -0.644, -0.422, -0.735, -0.752, 0.145, 0.499, 0.519, 0.432, 0.481, 0.073, -0.181, -0.474, -0.448, -0.523, 0.154, 0.255, 0.393, 0.401, 0.374, 0.071, -0.586, -0.354, -0.512, -0.347, 0.192, 0.408, 0.405, 0.391, 0.346, 0.036, -0.611, 0.348, -0.817, -0.493, 0.187, 0.212, 0.390, 0.421, 0.377, 0.122, -0.599, -0.417, -0.668, -0.247, 0.192, 0.445, 0.417, 0.409, 0.346, 0.139, -0.541, -0.634, -0.667, -0.544, 0.230, 0.472, 0.489, 0.585, 0.476, 0.053, -0.266, -0.603, -0.332, -0.623, 0.198, 0.384, 0.392, 0.395, 0.412, 0.046, -0.456, -0.461, -0.544, -0.351, 0.252, 0.360, 0.387, 0.397, 0.384]
}